Entry 1:
DFT (ωB97M-V with the def2-TZVPD basis set) results for C2H2N4O2 in the gas phase in a non-equilibrium geometry.

XYZ file:
```
10
C2H2N4O2 (ωB97M-V with the def2-TZVPD basis set)
O -2.362 -1.196 -0.303
C -1.697 -0.147 -0.198
O -2.160 1.071 0.376
N -0.215 -0.134 -0.204
N 0.613 -1.217 0.189
C 1.826 -0.708 0.101
N 1.819 0.705 -0.247
N 0.542 1.007 -0.340
H -1.251 1.609 -0.011
H 2.885 -0.990 0.636
```

Results
**Structure (SMILES)**: O=C(O)n1ncnn1
**Lowest unoccupied orbital energy**: -0.8 eV
**Frontier orbital gap**: 0.4022 Ha
**Largest force on an atom**: 0.12905 Eh/bohr
**HOMO**: -11.71 eV
**Relative energy (zero: lowest compared OMol25 entry of this formula, charge and spin)**: 101.0 kcal/mol
**E_tot**: -446.8117 a.u.

=====

Entry 2:
DFT (ωB97M-V with the def2-TZVPD basis set) results for C29H51AsN8O7ReSSbSi2 as an isolated structure in a non-equilibrium geometry.

XYZ file:
```
101
C29H51AsN8O7ReSSbSi2 (ωB97M-V with the def2-TZVPD basis set)
Re 0.039 1.210 0.450
C -5.662 -1.002 0.195
C -4.687 -1.419 -0.901
N -3.778 -0.364 -1.299
C -2.719 -0.002 -0.511
S -1.891 1.475 -0.930
N -2.436 -0.714 0.528
N -1.325 -0.255 1.202
C -0.979 -0.933 2.302
C -1.735 -2.125 2.789
C 0.178 -0.436 2.947
C 0.758 -0.967 4.119
C 1.883 -0.392 4.642
C 2.441 0.740 4.017
C 1.842 1.222 2.885
N 0.750 0.650 2.337
H -6.289 -1.844 0.495
H -5.111 -0.654 1.069
H -6.314 -0.196 -0.147
H -4.080 -2.257 -0.559
H -5.226 -1.744 -1.793
H -4.107 0.339 -1.939
H -2.768 -2.067 2.456
H -1.311 -3.048 2.380
H -1.709 -2.187 3.876
H 0.324 -1.846 4.574
H 2.349 -0.812 5.524
H 3.330 1.219 4.401
H 2.232 2.079 2.352
C -0.046 1.059 -6.265
Sb -1.034 0.419 -4.447
C -2.482 -0.805 -5.476
C -2.333 2.133 -4.432
H -0.739 1.012 -7.105
H 0.825 0.440 -6.481
H 0.287 2.090 -6.139
H -2.940 -0.238 -6.287
H -3.254 -1.118 -4.772
H -2.007 -1.696 -5.884
H -2.506 2.469 -5.455
H -1.897 2.938 -3.843
H -3.285 1.862 -3.976
C 2.003 2.947 -2.449
C 2.414 1.785 -1.514
C 3.732 2.077 -0.791
C 2.554 0.477 -2.295
N 1.369 1.640 -0.527
H 2.791 3.699 -2.508
H 1.099 3.435 -2.084
H 1.806 2.581 -3.458
H 4.505 2.303 -1.528
H 4.035 1.216 -0.198
H 3.626 2.935 -0.130
H 3.379 0.576 -3.005
H 1.640 0.258 -2.845
H 2.758 -0.341 -1.610
C 2.294 5.223 1.034
Si 0.734 5.057 2.062
C -0.245 6.640 1.771
C 1.302 5.081 3.861
As -0.788 3.404 1.389
Si -1.826 2.956 3.438
C -2.635 4.566 3.991
C -0.807 2.300 4.879
C -3.219 1.719 3.159
H 2.824 6.114 1.385
H 2.072 5.356 -0.026
H 2.968 4.375 1.138
H 0.398 7.515 1.911
H -1.093 6.727 2.452
H -0.641 6.654 0.754
H 1.897 5.985 4.028
H 1.929 4.217 4.093
H 0.470 5.092 4.566
H -1.916 5.362 4.192
H -3.204 4.389 4.908
H -3.323 4.923 3.221
H 0.099 2.877 5.064
H -0.513 1.264 4.703
H -1.420 2.324 5.786
H -3.647 1.805 2.158
H -4.011 1.903 3.891
H -2.872 0.692 3.284
O 1.027 -5.940 3.291
N 1.987 -5.251 3.602
O 2.736 -5.516 4.530
C 2.249 -4.056 2.836
C 3.324 -3.243 3.179
C 3.578 -2.115 2.451
C 2.763 -1.673 1.313
O 2.989 -0.675 0.641
C 1.629 -2.569 1.073
C 1.406 -3.720 1.787
N 0.638 -2.259 0.055
O -0.154 -3.143 -0.245
O 0.581 -1.153 -0.473
N 4.707 -1.306 2.903
O 5.166 -1.546 4.015
O 5.151 -0.447 2.171
H 3.954 -3.496 4.017
H 0.563 -4.349 1.552
```

Results
**Lowest unoccupied orbital energy (spin up / spin down)**: 1.7 / 1.4 eV
**Frontier orbital gap (spin up / spin down)**: 0.1961 / 0.2228 Ha
**Largest force on an atom**: 0.02239 Eh/bohr
**HOMO (spin up / spin down)**: -3.67 / -4.70 eV
**Relative energy (zero: lowest compared OMol25 entry of this formula, charge and spin)**: 2.2 kcal/mol
**E_tot**: -5631.7507 a.u.
**2S+1**: 2
**Charge**: -1

=====

Entry 3:
DFT (ωB97M-V with the def2-TZVPD basis set) results for C50H90BBr22N4O7P as an isolated structure in a non-equilibrium geometry.

XYZ file:
```
175
C50H90BBr22N4O7P (ωB97M-V with the def2-TZVPD basis set)
C 7.335 -2.108 -1.083
C 7.541 -0.663 -0.686
C 6.476 0.479 -1.245
O 5.746 0.286 -2.358
O 6.324 1.735 -0.484
C 5.506 1.503 0.750
C 3.929 1.433 0.305
C 3.217 -0.047 0.622
C 2.068 -0.242 -0.531
C 0.685 -0.982 0.007
C -0.699 -0.201 -0.515
C -1.430 -1.025 -1.777
C -1.893 -2.516 -1.287
C -2.401 -2.645 0.261
C -1.320 -3.483 1.225
N -0.774 -2.663 2.369
C -1.746 -2.514 3.516
C -1.540 -1.103 4.385
C -2.802 -0.379 5.209
C -2.612 1.037 6.078
C -1.167 1.820 6.131
C 0.092 1.131 5.340
C -0.088 -0.308 4.506
O 1.156 -0.823 3.879
O -0.189 -1.363 -2.555
C 0.327 -0.284 -3.446
O 1.517 -0.126 -4.031
C -1.045 0.669 -3.529
P -1.090 1.088 -5.387
N -0.102 2.396 -5.587
C -2.323 -0.174 -2.853
B -3.244 0.821 -1.865
O -2.686 2.152 -1.429
N -4.648 0.535 -1.390
C -4.951 -0.919 -1.167
C -4.969 1.217 -0.061
N -2.977 -0.732 -4.035
C -4.242 -0.131 -4.518
C -2.581 -2.044 -4.568
C -3.722 -3.268 -4.557
O -1.400 -2.403 -5.138
H 7.282 -2.984 -0.303
H 7.202 -2.366 -2.220
H 8.472 -0.427 -0.016
H 5.675 2.477 1.409
H 5.875 0.534 1.302
H 3.374 2.307 0.891
H 3.900 1.685 -0.862
H 4.077 -0.839 0.439
H 2.816 -0.030 1.723
H 2.491 -0.931 -1.407
H 1.868 0.808 -1.014
H 0.686 -0.810 1.189
H 0.657 -2.133 -0.205
H -0.306 0.872 -0.859
H -1.422 0.005 0.380
H -2.713 -3.028 -1.970
H -0.935 -3.223 -1.383
H -2.771 -1.652 0.760
H -3.361 -3.356 0.241
H -1.895 -4.404 1.722
H -0.427 -3.935 0.617
H 0.022 -3.238 2.759
H -2.871 -2.497 3.162
H -1.669 -3.385 4.319
H -3.880 -0.851 5.240
H -3.514 1.507 6.674
H -0.960 2.837 6.693
H 1.157 1.666 5.356
H 1.677 -0.004 3.592
H -0.666 1.631 -2.984
H -2.398 1.537 -5.868
H -0.542 0.053 -6.231
H 0.670 2.152 -6.246
H -2.347 2.078 -0.488
H -4.473 -1.670 -1.923
H -4.739 -1.156 -0.034
H -6.132 -1.042 -1.294
H -5.028 2.381 -0.169
H -4.271 0.843 0.806
H -6.065 0.844 0.227
H -5.204 -0.304 -3.875
H -4.183 1.045 -4.715
H -4.482 -0.596 -5.591
H -3.184 -4.299 -4.294
H -4.549 -2.977 -3.776
H -4.167 -3.298 -5.640
Br -3.765 4.186 -4.437
C -2.607 5.441 -5.380
C -3.318 6.058 -6.562
Br -3.409 4.811 -8.060
H -1.701 4.894 -5.655
H -2.355 6.206 -4.640
H -2.759 6.918 -6.943
H -4.343 6.366 -6.340
Br -2.781 2.928 9.831
C -3.583 4.526 9.052
C -4.976 4.244 8.540
Br -4.924 3.283 6.844
H -2.899 4.881 8.276
H -3.612 5.255 9.867
H -5.503 5.178 8.322
H -5.579 3.645 9.229
Br 4.516 -3.885 -6.368
C 2.635 -3.397 -6.537
C 1.934 -3.447 -5.199
Br 1.547 -5.285 -4.674
H 2.197 -4.067 -7.282
H 2.641 -2.377 -6.931
H 0.959 -2.956 -5.256
H 2.515 -2.999 -4.388
Br 3.768 -4.345 0.695
C 3.883 -4.464 2.638
C 4.253 -3.132 3.247
Br 6.155 -2.758 3.025
H 4.598 -5.260 2.868
H 2.886 -4.773 2.963
H 4.091 -3.143 4.328
H 3.709 -2.289 2.811
Br -1.965 -8.179 -0.214
C -0.807 -6.924 -1.157
C -1.518 -6.308 -2.339
Br -1.609 -7.554 -3.837
H 0.099 -7.471 -1.432
H -0.555 -6.160 -0.417
H -0.959 -5.448 -2.719
H -2.543 -5.999 -2.117
Br -0.981 7.171 9.769
C -1.783 8.769 8.990
C -3.176 8.487 8.478
Br -3.124 7.526 6.782
H -1.099 9.124 8.214
H -1.812 9.498 9.805
H -3.703 9.420 8.260
H -3.779 7.888 9.166
Br 4.375 8.012 0.269
C 4.478 6.154 -0.315
C 3.259 5.376 0.121
Br 3.351 4.924 2.016
H 5.415 5.748 0.076
H 4.535 6.202 -1.406
H 3.209 4.414 -0.398
H 2.321 5.916 -0.034
Br -3.162 -5.040 5.058
C -2.783 -6.765 4.229
C -1.630 -7.460 4.916
Br 0.079 -6.681 4.388
H -2.606 -6.576 3.167
H -3.704 -7.343 4.343
H -1.572 -8.507 4.607
H -1.680 -7.409 6.007
Br -2.181 4.927 3.609
C -2.983 6.525 2.830
C -4.376 6.243 2.318
Br -4.324 5.281 0.622
H -2.299 6.880 2.054
H -3.012 7.254 3.645
H -4.903 7.176 2.099
H -4.979 5.644 3.006
Br 1.116 2.316 -11.360
C 1.564 0.999 -9.993
C 0.353 0.189 -9.597
Br -0.824 1.206 -8.420
H 2.013 1.546 -9.159
H 2.323 0.360 -10.452
H 0.649 -0.688 -9.013
H -0.251 -0.135 -10.449
Br 11.182 -6.300 1.654
C 9.897 -5.441 0.464
C 10.333 -4.039 0.108
Br 9.999 -2.801 1.578
H 8.924 -5.480 0.962
H 9.869 -6.074 -0.428
H 9.744 -3.652 -0.729
H 11.396 -3.964 -0.137
```

Results
**Lowest unoccupied orbital energy**: -0.7 eV
**Frontier orbital gap**: 0.2485 Ha
**Largest force on an atom**: 0.17595 Eh/bohr
**HOMO**: -7.47 eV
**E_tot**: -59698.5612 a.u.